Here is C4H4N2OS in the gas phase at a distorted geometry from OMol25. Energies are from the ωB97M-V functional and the def2-TZVPD basis.

Calculated values
- HOMO level (eV) = -8.79
- energy above the lowest of the compared OMol25 structures with the same formula, charge and spin (eV) = 2.019
- electronic energy (Ha) = -737.69527
- strongest force on any atom (eV/A) = 5.9
- SMILES = Oc1cncc(S)n1

Last columns: bonded neighbours and bond lengths (Å).
Positions of all 12 atoms, in Å:
1 S 3.0651 -0.4843 -0.0875  C5 1.865, H11 1.395
2 O -1.8832 -1.6219 -0.0308  C7 1.333, H12 1.198
3 N -0.4164 1.6074 -0.0335  C6 1.298, C8 1.299
4 N 0.3054 -1.0285 -0.2290  C5 1.301, C7 1.306
5 C 1.2393 -0.1223 -0.2060  S1 1.865, N4 1.301, C8 1.445
6 C -1.3353 0.7193 -0.2613  N3 1.298, C7 1.461, H9 1.052
7 C -0.9439 -0.6769 -0.0815  O2 1.333, N4 1.306, C6 1.461
8 C 0.8284 1.2426 0.0298  N3 1.299, C5 1.445, H10 1.065
9 H -2.3392 1.0276 -0.2075  C6 1.052
10 H 1.4302 2.1103 0.1653  C8 1.065
11 H 2.7917 -1.7617 0.4026  S1 1.395
12 H -2.7420 -1.0116 0.5394  O2 1.198